No. 1
Entry from OMol25: a 5-piece molecular cluster, C23H52ClNO4P2 overall (ωB97M-V with the def2-TZVPD basis set).

Last column: Mulliken charge in e.
CARTESIAN COORDINATES (ANGSTROEM)
C 3.503 -2.379 0.457  -1.30
C 3.586 -0.866 0.805  -0.50
C 3.451 -0.028 -0.500  -0.63
C 2.046 0.588 -0.814  -0.98
P 0.594 -0.057 0.189  0.70
C 0.188 -1.382 -1.134  -1.85
C -0.738 -2.543 -0.618  0.89
C -1.721 -2.127 0.505  -1.38
Cl 0.226 -4.011 -0.160  -0.24
P 0.835 1.622 1.701  0.36
N 1.497 1.101 3.079  -0.84
H 4.459 -2.641 -0.027  0.41
H 3.428 -3.026 1.336  0.33
H 2.738 -2.598 -0.293  0.19
H 2.927 -0.558 1.626  0.52
H 4.614 -0.709 1.171  0.31
H 3.770 -0.676 -1.329  0.39
H 4.184 0.785 -0.436  0.22
H 1.815 0.355 -1.863  0.55
H 2.141 1.678 -0.785  0.60
H 0.726 -1.020 1.226  -0.04
H -0.731 0.475 -0.042  -0.13
H -0.359 -0.869 -1.945  0.41
H 1.095 -1.801 -1.592  0.64
H -1.354 -2.850 -1.472  0.11
H -2.158 -1.141 0.324  0.34
H -2.507 -2.883 0.580  0.41
H -1.170 -2.116 1.452  0.25
H 1.630 2.688 1.194  -0.10
H -0.453 2.203 1.994  0.09
H 2.349 1.637 3.208  0.26
C 5.434 5.137 1.309  -0.58
C 6.444 4.048 1.629  -0.58
C 5.611 2.789 1.461  -0.38
O 4.627 3.080 0.459  -0.26
C 4.616 4.490 0.204  -0.46
H 5.886 6.080 1.004  0.35
H 4.802 5.327 2.181  0.28
H 7.253 4.063 0.893  0.27
H 6.885 4.134 2.621  0.35
H 5.087 2.531 2.388  0.24
H 6.204 1.928 1.148  0.27
H 5.070 4.661 -0.779  0.28
H 3.585 4.848 0.176  0.25
C -4.575 -4.950 -3.723  -0.52
C -4.428 -3.460 -3.980  -0.52
C -4.944 -2.867 -2.679  -0.39
O -4.639 -3.811 -1.648  -0.39
C -4.229 -5.047 -2.247  -0.38
H -3.935 -5.570 -4.349  0.32
H -5.612 -5.256 -3.886  0.27
H -3.372 -3.208 -4.114  0.25
H -4.975 -3.108 -4.853  0.34
H -6.031 -2.732 -2.707  0.31
H -4.482 -1.907 -2.441  0.24
H -3.149 -5.155 -2.098  0.22
H -4.732 -5.877 -1.748  0.29
C -4.360 -1.832 5.389  -0.55
C -2.889 -1.454 5.429  -0.59
C -2.315 -2.318 4.320  -0.25
O -3.355 -2.482 3.346  -0.31
C -4.593 -2.022 3.900  -0.46
H -5.019 -1.084 5.829  0.33
H -4.517 -2.777 5.917  0.26
H -2.769 -0.396 5.181  0.26
H -2.415 -1.632 6.394  0.36
H -2.037 -3.311 4.691  0.24
H -1.440 -1.868 3.847  0.15
H -4.852 -1.074 3.414  0.28
H -5.379 -2.747 3.684  0.28
C -0.590 3.735 -4.405  -0.60
C -0.823 4.720 -3.270  -0.57
C -1.013 3.790 -2.084  -0.49
O -0.223 2.623 -2.348  -0.27
C 0.210 2.645 -3.713  -0.47
H -0.070 4.164 -5.260  0.33
H -1.546 3.335 -4.753  0.28
H 0.068 5.336 -3.124  0.27
H -1.672 5.382 -3.430  0.34
H -2.058 3.478 -1.985  0.30
H -0.695 4.238 -1.141  0.27
H 1.283 2.870 -3.726  0.29
H 0.058 1.661 -4.159  0.29

Computed properties:
Orbital gap ... 7.562 eV
LUMO energy ... 0.0203 Eh
SMILES ... CCCC[PH2](C[C@H](C)Cl)[PH2]=N.C1CCOC1.C1CCOC1.C1CCOC1.C1CCOC1

No. 2
Entry from OMol25: one molecule with the formula C5H13NSi (ωB97M-V with the def2-TZVPD basis set).

Last column: Mulliken charge in e.
CARTESIAN COORDINATES (ANGSTROEM)
C 0.232 1.216 3.389  -0.92
C 0.154 0.848 2.107  0.27
C 0.111 1.617 0.836  -0.78
N 0.351 0.963 -0.456  -0.28
Si -0.454 -0.526 -0.809  0.29
C 0.631 -2.063 -0.393  -1.04
C -0.606 -0.433 -2.710  -1.27
H 0.160 0.583 4.247  0.29
H 0.273 2.287 3.632  0.24
H 0.121 -0.155 1.755  0.14
H -0.859 2.004 0.906  0.31
H 0.754 2.512 0.623  0.42
H 1.334 1.097 -0.578  0.31
H -1.546 -0.499 0.149  -0.11
H 1.285 -2.426 -1.294  0.28
H 1.188 -1.761 0.360  0.41
H -0.009 -2.938 -0.163  0.31
H 0.312 -0.491 -3.227  0.39
H -1.255 -1.146 -3.266  0.34
H -1.080 0.394 -3.167  0.40

Computed properties:
Orbital gap ... 10.080 eV
LUMO energy ... 0.0363 Eh
Energy above the lowest of the compared OMol25 structures with the same formula, charge and spin ... 44.2 kcal per mole
SMILES ... C=CCN[SiH](C)C

No. 3
Entry from OMol25: one molecule with the formula C6H4Br2N2O4 (ωB97M-V with the def2-TZVPD basis set).

Last column: Mulliken charge in e.
CARTESIAN COORDINATES (ANGSTROEM)
O -1.524 3.206 1.826  -0.67
N -0.490 2.641 2.014  1.16
O 0.395 3.065 2.648  -0.53
C -0.285 1.264 1.512  0.32
Br -1.349 0.084 2.761  0.01
C -0.810 1.132 0.178  -0.65
C -0.439 0.136 -0.572  -0.31
C 0.591 -0.736 -0.062  -0.54
C 1.435 -0.362 0.869  -0.78
C 1.208 0.960 1.520  0.19
Br 2.110 2.356 0.285  0.00
N 1.921 0.874 2.737  1.06
O 1.311 0.910 3.805  -0.54
O 3.107 0.751 2.639  -0.58
H -1.665 1.772 -0.114  0.39
H -0.958 0.116 -1.531  0.43
H 0.674 -1.701 -0.418  0.54
H 2.355 -0.767 0.982  0.51

Computed properties:
Orbital gap ... 8.269 eV
LUMO energy ... -0.0615 Eh
Energy above the lowest of the compared OMol25 structures with the same formula, charge and spin ... 12.1 kcal per mole
SMILES ... O=[N+]([O-])[C@@]1(Br)C=CC=C[C@]1(Br)[N+](=O)[O-]